C16H21KN4O7 | ωB97M-V with the def2-TZVPD basis set

Geometry as XYZ:
```
49
Properties=species:S:1:pos:R:3:forces:R:3
K -0.766240 -0.732756 -0.201918 -0.263 0.242 0.284
O 0.755389 -1.567169 -4.237269 0.079 -0.031 -0.135
C 0.706731 -1.180167 -3.062028 0.229 -0.119 0.436
O -0.147352 -0.438171 -2.513828 -0.084 0.135 -0.512
C 1.901707 -1.593029 -2.134965 0.191 -0.516 0.041
C 2.425946 -0.453904 -1.238379 -0.350 -0.005 0.126
C 3.919315 -0.659038 -0.972865 0.075 0.202 -0.161
C 3.882654 -1.863802 -0.012367 0.174 -0.172 0.175
C 2.374611 -2.075902 0.169767 -0.366 0.253 0.002
O 1.878302 -0.719750 0.073705 0.212 -0.296 -0.257
C 1.766340 -2.769375 -1.050398 0.117 0.098 -0.416
C 0.388571 -3.476053 -0.784361 0.018 0.339 0.149
O 0.068361 -4.355364 -1.588376 0.045 -0.124 -0.086
O -0.253489 -3.104766 0.250538 0.395 -0.449 -0.127
H 2.698217 -1.887225 -2.823707 -0.062 -0.018 0.013
H 2.103561 0.535841 -1.553895 0.086 0.011 -0.003
H 4.340036 0.221638 -0.482668 0.021 -0.007 -0.018
H 4.477460 -0.853355 -1.890064 0.013 0.026 0.009
H 4.354510 -1.618317 0.941698 -0.017 -0.031 -0.005
H 4.373270 -2.751650 -0.416311 -0.011 0.005 -0.007
H 2.059857 -2.502426 1.116381 0.043 -0.010 0.045
H 2.421147 -3.579032 -1.382113 -0.051 -0.013 0.013
N 0.234216 -2.641733 3.226982 0.050 -0.067 0.021
C -0.978676 -1.853176 3.431511 -0.178 0.014 0.005
C -0.678203 -0.502269 4.060998 -0.128 0.015 0.067
N 0.286697 0.240333 3.253967 -0.022 0.015 -0.074
H 0.987183 -1.974275 3.088965 0.027 0.010 -0.025
H 0.139404 -3.113107 2.327213 0.055 -0.030 0.009
H -1.675652 -2.382686 4.095212 0.061 -0.018 -0.022
H -1.520742 -1.697336 2.491584 0.017 0.098 0.017
H -0.248883 -0.663165 5.057987 0.007 0.029 -0.015
H -1.631511 0.031319 4.182954 0.002 -0.041 0.026
H 0.376746 1.190411 3.594841 0.023 -0.046 0.053
H -0.097083 0.351729 2.318210 -0.003 0.137 -0.061
O -2.841072 0.070079 1.106173 -0.225 0.308 0.254
N -3.165432 1.030639 0.374652 0.481 0.230 -0.027
N -2.199746 1.883386 0.109306 -0.115 -0.008 0.138
O -0.971408 1.849403 0.570441 -0.435 -0.266 0.114
C -2.548600 2.939103 -0.773371 0.005 -0.067 0.080
C -1.523673 3.771380 -1.215980 -0.349 -0.009 -0.024
C -1.829356 4.814920 -2.079265 0.224 -0.049 0.071
C -3.130115 5.037607 -2.501090 0.010 0.084 -0.059
C -4.140414 4.198394 -2.049429 -0.137 -0.142 0.079
C -3.865339 3.150113 -1.187314 0.154 0.172 -0.104
H -0.524193 3.557010 -0.873086 0.043 0.019 -0.012
H -1.021699 5.448824 -2.427318 -0.052 0.040 -0.043
H -3.353925 5.850462 -3.181503 -0.008 0.001 0.000
H -5.165324 4.346507 -2.371210 0.025 0.060 -0.033
H -4.642102 2.489901 -0.838006 -0.027 -0.010 -0.004
```
Forces are in eV/Å.

Results
Maximum force: 0.611 eV Å⁻¹
E_LUMO: 4.485 eV
ΔE to the lowest compared entry with this formula, charge and spin: 0.445 eV
Spin multiplicity: 1
Electronic energy: -1967.9580 Eh
E_HOMO: -2.19 eV
Total charge: -2

---

C24H48F4O28P4 | ωB97M-V with the def2-TZVPD basis set

Geometry as XYZ:
```
108
Properties=species:S:1:pos:R:3:forces:R:3
O -19.530070 -15.011120 -17.170560 1.364 0.002 4.476
C -19.067900 -15.156260 -16.007360 -3.182 2.352 -5.675
O -18.319730 -16.097490 -15.667860 4.450 -4.593 0.464
C -17.733720 -15.855870 -14.374680 -0.888 -1.100 1.222
C -18.897550 -15.091920 -13.795490 0.728 -1.995 -0.040
F -18.488350 -14.399440 -12.740100 -0.063 1.600 0.341
O -19.263720 -14.404020 -14.943840 -2.111 3.894 0.537
H -17.509660 -16.756880 -13.803660 -0.208 -0.302 -0.541
H -16.823230 -15.259410 -14.316980 -0.088 0.328 -0.801
H -19.763390 -15.679380 -13.490040 0.047 -0.269 0.139
O -16.763690 -23.420120 -8.908930 0.495 2.655 -0.257
C -16.551430 -22.253730 -9.224950 -0.243 -5.680 -0.069
O -17.130440 -21.211820 -8.749480 -1.049 -0.008 1.790
C -16.789810 -20.097710 -9.493520 0.257 1.327 -0.184
C -15.633350 -20.560200 -10.371500 -0.776 -0.542 -0.095
F -14.452640 -20.156730 -9.845670 0.545 0.223 0.153
O -15.724230 -21.957110 -10.241250 0.652 0.626 -0.761
H -17.697930 -19.853070 -10.044490 0.348 0.762 -0.128
H -16.417540 -19.381260 -8.761250 -0.411 0.612 -0.561
H -15.680640 -20.275570 -11.422620 0.106 0.009 0.096
O -16.748030 -11.969410 -8.855690 0.136 1.136 -1.526
C -16.831330 -11.140140 -9.736230 -0.952 -3.961 2.188
O -16.465510 -9.912010 -9.637070 0.796 1.343 1.724
C -16.666780 -9.275210 -10.840210 0.170 1.705 -1.169
C -17.645940 -10.171510 -11.557040 -0.537 0.833 1.523
F -17.393010 -10.305430 -12.824420 0.538 -0.112 -2.758
O -17.445810 -11.376480 -10.930070 0.015 -1.210 0.728
H -17.104490 -8.290920 -10.673860 0.340 0.053 0.015
H -15.687430 -9.228270 -11.316430 -0.194 0.284 -0.550
H -18.680740 -9.856090 -11.423640 -0.215 0.016 -0.109
O -19.450420 -15.961500 -6.632200 -1.983 0.028 0.976
C -20.538930 -15.903960 -6.083590 3.024 0.162 -1.438
O -21.704690 -16.016430 -6.682860 -1.565 -0.713 -1.097
C -22.710970 -16.298870 -5.695460 -0.158 2.332 -0.026
C -22.069250 -15.620240 -4.498420 0.631 -2.038 -0.628
F -22.128240 -16.498800 -3.524120 -1.352 -1.072 3.360
O -20.711910 -15.681430 -4.788710 1.231 1.670 0.152
H -23.597440 -15.669470 -5.773770 -0.341 -0.627 -1.381
H -22.924480 -17.362610 -5.590650 0.191 0.244 0.073
H -22.471890 -14.646280 -4.220240 0.396 0.091 0.085
C -12.667880 -12.186990 -8.987980 1.440 -0.974 1.991
O -13.527580 -11.596820 -9.898300 -0.254 1.128 -2.575
P -12.925110 -10.815050 -11.197540 -0.548 -1.176 -0.581
O -12.759370 -9.374890 -11.019440 0.395 -0.134 0.071
O -11.593300 -11.667730 -11.636070 -2.914 0.416 0.940
C -10.357710 -11.062140 -11.733850 2.553 0.241 -1.179
O -14.017150 -11.151250 -12.378900 0.969 -0.995 1.661
C -13.666560 -10.864620 -13.734210 0.234 1.145 -0.241
H -13.040020 -12.160140 -7.963830 -0.817 0.261 -0.225
H -11.703900 -11.696080 -8.854350 0.141 0.232 -0.613
H -12.481650 -13.245270 -9.170950 -0.078 0.001 -0.517
H -10.229070 -10.072600 -11.295250 -0.413 -0.185 0.276
H -10.056530 -10.995470 -12.779290 -0.467 0.463 -0.411
H -9.572290 -11.749910 -11.420500 -0.238 -0.045 0.915
H -13.928530 -11.623450 -14.471540 -0.308 -0.409 0.634
H -12.597470 -10.683660 -13.845520 0.041 0.041 0.088
H -14.202330 -9.948320 -13.982080 0.123 0.004 -0.250
C -23.413690 -16.213400 -11.288340 0.298 1.315 0.358
O -23.502580 -16.876840 -10.029450 0.782 -1.095 0.481
P -22.221320 -17.792610 -9.676430 -1.471 0.068 0.642
O -22.021840 -18.876140 -10.636580 0.746 -0.111 -0.006
O -22.705360 -18.292750 -8.206000 -1.684 2.820 -2.774
C -22.084830 -19.325390 -7.587500 1.129 -0.750 1.455
O -21.037880 -16.750690 -9.463630 0.435 -0.126 -0.128
C -19.624240 -16.969830 -9.782890 -0.158 -1.219 0.348
H -24.373970 -15.739580 -11.491950 0.002 -0.279 0.034
H -23.085850 -16.806850 -12.141830 -0.110 -0.395 0.296
H -22.693820 -15.420400 -11.085750 0.095 0.288 -0.657
H -21.028280 -19.064280 -7.647760 0.480 -1.163 0.298
H -22.398860 -20.306580 -7.943520 0.458 0.001 -0.342
H -22.393200 -19.260600 -6.544040 0.188 -0.226 0.203
H -18.965880 -16.718760 -8.951250 -0.593 0.844 0.075
H -19.328890 -16.485720 -10.713750 -0.272 0.111 0.176
H -19.435690 -18.041470 -9.847150 -0.274 -0.140 -0.576
C -16.202650 -20.012030 -14.870950 -0.459 -0.124 -1.387
O -15.296210 -18.934400 -14.613710 1.914 0.784 -0.934
P -13.805560 -18.896560 -15.318030 0.178 -0.993 0.465
O -12.989890 -20.100860 -15.006120 -0.790 1.732 -0.304
O -13.123150 -17.492180 -14.871900 0.931 -3.661 0.148
C -13.735080 -16.285910 -14.864370 -2.211 1.924 0.119
O -14.038450 -18.663900 -16.893720 -1.139 0.526 1.117
C -12.993670 -18.954240 -17.801340 1.192 -0.804 0.122
H -15.816990 -20.755240 -15.568810 0.692 -0.310 0.570
H -17.019960 -19.642930 -15.490510 -0.339 0.488 0.498
H -16.587160 -20.461550 -13.955430 0.334 0.178 -0.026
H -13.241280 -15.518350 -15.460280 0.347 -0.257 -0.066
H -13.839930 -15.929840 -13.839520 0.140 0.134 0.127
H -14.749660 -16.399080 -15.246360 -0.205 0.344 -0.146
H -12.068840 -19.136370 -17.253960 0.016 -0.332 0.077
H -12.717390 -18.143850 -18.475900 -0.858 0.195 -0.029
H -13.276810 -19.870150 -18.320040 0.196 0.218 -0.270
C -13.587150 -17.350570 -10.769910 1.980 -0.520 -0.407
O -14.335170 -16.258570 -10.286880 -1.857 0.247 -0.705
P -15.971140 -16.284430 -10.396370 0.631 0.652 -0.546
O -16.554060 -17.048080 -11.564000 0.980 1.062 2.413
O -16.320800 -16.851930 -8.923840 -0.801 0.418 -2.199
C -15.878650 -16.155770 -7.771490 -0.320 1.268 0.880
O -16.290860 -14.665280 -10.394140 -0.175 -2.018 0.109
C -15.663380 -13.931390 -11.448870 2.063 0.017 -0.643
H -14.093510 -18.120550 -11.352010 -0.504 0.221 0.379
H -12.983840 -17.776660 -9.968300 -0.647 -0.356 0.381
H -12.778480 -17.002490 -11.412550 -0.249 0.541 -0.415
H -16.715410 -16.064000 -7.079020 0.020 -0.878 0.225
H -15.731050 -15.090440 -7.948670 0.620 -0.041 -0.538
H -14.989140 -16.629500 -7.356220 -0.191 0.035 0.010
H -15.257740 -14.607130 -12.201820 -0.405 -0.223 -0.324
H -14.743450 -13.467620 -11.092840 -0.116 0.054 0.583
H -16.171620 -13.115400 -11.962650 -1.018 -0.543 0.605
```
Forces are in eV/Å.

Results
Maximum force: 6.918 eV Å⁻¹
E_LUMO: 0.149 eV
ΔE to the lowest compared entry with this formula, charge and spin: 4.096 eV
Spin multiplicity: 1
Electronic energy: -4815.1699 Eh
E_HOMO: -10.67 eV
SMILES: O=C1OC[C@@H](F)O1.O=C1OC[C@@H](F)O1.O=C1OC[C@@H](F)O1.O=C1OC[C@@H](F)O1.COP(=O)(OC)OC.COP(=O)(OC)OC.COP(=O)(OC)OC.COP(=O)(OC)OC

---

C22H25NO4 | ωB97M-V with the def2-TZVPD basis set

Geometry as XYZ:
```
52
Properties=species:S:1:pos:R:3:forces:R:3
C 3.252577 5.587099 2.582018 -0.155 0.338 0.228
O 3.141272 4.475002 1.708436 0.060 -0.338 -0.249
C 1.905788 4.212470 1.252388 -0.141 0.292 0.190
O 0.939834 4.871065 1.556379 0.129 -0.060 -0.021
C 1.866112 3.040066 0.350068 -0.011 -0.270 -0.208
C 2.995346 2.273139 0.076509 -0.087 0.163 0.106
C 2.898183 1.179051 -0.761406 -0.089 -0.036 -0.096
C 1.683307 0.828358 -1.342945 0.037 0.063 0.011
C 1.555866 -0.429563 -2.166085 -0.039 -0.052 -0.036
N 1.261474 -1.618989 -1.376934 -0.017 -0.048 -0.044
C 2.355230 -2.061387 -0.533360 0.101 -0.337 -0.056
C 2.042781 -3.457139 -0.001076 0.031 0.227 0.157
C 0.757894 -3.425996 0.816288 -0.061 -0.109 -0.268
C -0.373312 -2.856358 -0.034548 0.245 0.081 0.488
C -1.646705 -2.677328 0.775178 0.321 -0.119 -0.386
O -1.731743 -2.954699 1.943109 -0.077 -0.009 0.104
C -2.793004 -2.116361 -0.008131 -0.386 0.316 0.257
C -3.509957 -2.909442 -0.886877 0.115 0.149 0.143
C -4.591493 -2.391200 -1.581109 -0.128 -0.004 -0.106
C -4.950074 -1.069958 -1.393960 0.001 -0.144 -0.059
C -4.236187 -0.258432 -0.526932 0.143 0.244 0.213
C -3.150887 -0.771297 0.173557 -0.014 -0.232 -0.162
O -2.357003 -0.057797 1.015918 -0.035 -0.355 -0.094
C -2.664416 1.295539 1.253093 -0.017 0.231 0.057
C 0.035685 -1.495539 -0.613259 -0.141 -0.208 -0.085
C 0.562764 1.610991 -1.076994 0.124 -0.018 -0.049
C 0.649587 2.703773 -0.239907 0.119 0.158 0.163
H 2.646685 5.429331 3.476898 0.073 0.038 -0.063
H 2.909914 6.496771 2.084203 0.051 -0.063 0.069
H 4.305053 5.666343 2.841931 -0.050 -0.019 -0.022
H 3.940017 2.537810 0.524981 0.069 0.017 0.024
H 3.778761 0.589791 -0.973530 0.084 -0.071 -0.019
H 0.745130 -0.316778 -2.892554 0.087 0.049 -0.009
H 2.483713 -0.621515 -2.711321 -0.059 0.047 -0.028
H 3.264779 -2.092140 -1.138885 0.019 0.073 0.039
H 2.524617 -1.376729 0.316420 0.044 -0.009 -0.036
H 1.923534 -4.136916 -0.846550 0.075 -0.040 -0.043
H 2.873920 -3.809877 0.611351 0.030 -0.042 -0.009
H 0.494758 -4.426038 1.163936 -0.010 0.044 0.094
H 0.889608 -2.792842 1.696314 -0.025 -0.024 0.061
H -0.588683 -3.529692 -0.871625 -0.061 0.029 -0.047
H -3.228383 -3.944440 -1.012771 0.045 -0.123 -0.032
H -5.149639 -3.017776 -2.259238 -0.058 -0.055 -0.056
H -5.793560 -0.656900 -1.926852 -0.063 0.034 -0.043
H -4.536431 0.769694 -0.400716 0.006 0.102 0.029
H -1.897503 1.655664 1.936623 -0.068 0.024 -0.046
H -2.627936 1.883046 0.330101 -0.017 -0.013 0.018
H -3.647865 1.408207 1.719440 0.027 -0.014 -0.040
H -0.748776 -1.137856 -1.284968 0.003 0.091 0.059
H 0.134862 -0.777373 0.218777 -0.041 -0.010 -0.067
H -0.382354 1.358753 -1.536062 -0.119 -0.042 -0.043
H -0.213142 3.316397 -0.025321 -0.071 0.052 0.012
```
Forces are in eV/Å.

Results
Maximum force: 0.562 eV Å⁻¹
E_LUMO: 0.467 eV
ΔE to the lowest compared entry with this formula, charge and spin: 1.468 eV
Spin multiplicity: 1
Electronic energy: -1209.0505 Eh
E_HOMO: -8.62 eV
SMILES: COC(=O)c1ccc(CN2CCC[C@@H](C(=O)c3ccccc3OC)C2)cc1

---

- Among the records above, which one has the highest maximum force?
  C24H48F4O28P4